Density functional theory data (wB97M-V/def2-TZVPD) for the ion C6H9N2S with charge +1 in a non-equilibrium geometry.

```
18
Properties=species:S:1:pos:R:3:forces:R:3
C 1.3685 1.3889 0.2731 2.502 0.405 -0.060
C 2.7322 1.2306 0.4779 -3.256 1.819 -0.372
C 0.2949 -1.7402 0.7367 -1.605 2.887 -0.059
C -0.3786 -0.3279 0.4708 0.572 -3.124 -0.842
C 1.7040 -0.8140 -0.6802 1.614 -0.959 0.018
C -1.6920 -0.4877 -0.2145 0.806 1.750 -3.526
N 1.3157 -1.9868 0.0585 0.359 -0.179 -0.024
N 0.6936 0.2672 -0.4448 0.225 0.904 1.845
S 3.3631 -0.2249 -0.0821 0.550 -0.972 -0.111
H 0.7072 2.2256 0.4539 0.340 0.024 0.196
H 3.4000 2.0415 0.8560 -0.805 -0.920 -0.094
H -0.2586 -2.2424 1.5131 0.514 -1.254 -0.078
H -0.7093 0.0817 1.4172 1.411 1.297 0.216
H 1.9707 -0.9975 -1.7280 -1.078 -0.106 0.075
H -1.6922 -0.9401 -1.2233 0.385 -0.824 0.691
H -2.0200 0.5114 -0.5656 -0.471 -0.158 1.080
H -2.3237 -0.9647 0.4501 -1.783 -0.757 0.982
H 0.3190 0.5725 -1.3408 -0.281 0.165 0.064
```
Forces are in eV/Å.

Computed properties:
Charge: +1
Orbital gap: 9.68 eV
SMILES string: C[C@H]1C=N[C@@H]2SC=C[N@@H+]21